Computed, not measured: a molecular structure, C33H23N10O7Sc, with ωB97M-V/def2-TZVPD.

XYZ file:
```
74
Properties=species:S:1:pos:R:3:forces:R:3
Sc 2.317 -2.129 0.440 0.1 -0.2 0.6
N 6.266 -2.079 2.048 0.0 0.0 0.0
C 6.786 -2.002 0.776 0.0 0.0 0.0
C 5.720 -1.908 -0.060 0.0 0.0 0.0
N 4.560 -1.923 0.684 0.0 0.1 0.0
C 4.929 -2.031 1.954 0.0 0.0 0.0
C 3.910 -2.087 2.989 0.0 0.0 0.0
N 2.631 -2.047 2.641 0.0 -0.1 -0.1
C 1.902 -2.131 3.804 0.0 0.0 0.0
C 2.756 -2.216 4.856 0.0 0.0 0.0
N 4.024 -2.188 4.321 0.0 0.0 0.0
H 6.815 -2.169 2.888 0.0 0.0 0.0
H 7.845 -2.024 0.588 0.0 0.0 0.0
H 5.714 -1.833 -1.133 0.0 0.0 0.0
H 0.826 -2.126 3.808 0.0 0.0 0.0
H 2.584 -2.295 5.915 0.0 0.0 0.0
H 4.875 -2.244 4.858 0.0 0.0 0.0
C -6.468 8.554 0.352 0.0 0.0 0.0
O -6.807 7.173 0.449 0.0 0.0 0.0
C -5.817 6.271 0.438 0.0 0.0 0.0
C -6.215 4.932 0.532 0.0 0.0 0.0
C -5.273 3.932 0.528 0.0 0.0 0.0
C -3.910 4.232 0.430 0.0 0.0 0.0
C -3.524 5.566 0.337 0.0 0.0 0.0
C -4.461 6.584 0.340 0.0 0.0 0.0
C -2.887 3.198 0.418 0.0 0.0 0.0
N -1.583 3.406 0.365 0.0 0.0 0.0
C -1.022 2.169 0.371 0.0 0.0 0.0
C -1.982 1.178 0.428 0.0 0.0 0.0
N -3.174 1.855 0.459 0.0 0.0 0.0
C -1.662 -0.205 0.441 0.0 0.0 0.0
C -2.586 -1.265 0.494 0.0 0.0 0.0
C -2.145 -2.564 0.513 0.0 0.0 0.0
C -0.774 -2.812 0.479 0.0 0.0 0.0
N 0.123 -1.834 0.420 0.0 0.1 0.1
C -0.294 -0.539 0.400 0.0 0.0 0.0
C 0.723 0.487 0.326 0.0 0.0 0.0
N 2.024 0.089 0.266 -0.1 0.0 -0.2
C 2.969 1.015 0.170 0.0 0.0 0.0
C 2.693 2.383 0.144 0.0 0.0 0.0
C 1.388 2.799 0.219 0.0 0.0 0.0
C 0.367 1.840 0.313 0.0 0.0 -0.1
H -7.409 9.092 0.379 0.0 0.0 0.0
H -5.955 8.763 -0.588 0.0 0.0 0.0
H -5.847 8.863 1.194 0.0 0.0 0.0
H -7.271 4.712 0.608 0.0 0.0 0.0
H -5.624 2.909 0.606 0.0 0.0 0.0
H -2.472 5.805 0.260 0.0 0.0 0.0
H -4.131 7.609 0.265 0.0 0.0 0.0
H -4.099 1.465 0.491 0.0 0.0 0.0
H -3.649 -1.057 0.522 0.0 0.0 0.0
H -2.837 -3.392 0.557 0.0 0.0 0.0
H -0.392 -3.825 0.508 0.0 0.0 0.0
H 3.990 0.661 0.107 0.0 0.0 0.0
H 3.507 3.088 0.059 0.0 0.0 0.0
H 1.120 3.848 0.201 0.0 0.0 0.0
O 1.701 -6.138 -0.230 0.1 0.0 0.0
C 1.869 -5.015 -0.600 -0.3 0.1 0.1
O 2.326 -4.022 0.178 0.0 0.0 -0.2
C 1.439 -4.527 -1.958 0.1 0.0 0.0
C 0.667 -5.322 -2.800 0.0 0.0 0.0
C 0.215 -4.777 -3.987 -0.1 0.0 0.0
C 0.472 -3.474 -4.380 0.0 0.0 0.0
C 1.242 -2.718 -3.522 0.0 0.0 0.0
C 1.739 -3.240 -2.349 0.0 0.1 -0.1
N 1.527 -1.298 -3.808 -0.2 0.1 0.1
O 2.058 -0.656 -2.908 0.1 0.0 0.0
O 1.177 -0.855 -4.868 0.1 0.0 0.0
N -0.621 -5.621 -4.882 0.3 -0.1 -0.2
O -0.839 -6.751 -4.514 -0.1 0.0 0.1
O -0.983 -5.116 -5.919 -0.1 0.0 0.1
H 0.417 -6.339 -2.529 0.0 0.0 0.0
H 0.081 -3.080 -5.308 0.0 0.0 0.0
H 2.414 -2.607 -1.793 0.1 0.0 -0.1
```
Positions in Å, forces in eV/Å.

Output
Net charge: +2
Frontier orbital gap, hartree: 0.205
HOMO energy, eV: -11.91
Relative energy (zero: lowest compared OMol25 entry of this formula, charge and spin), kJ/mol: 73.7
Multiplicity: 1
Strongest force on any atom, eV/Å: 0.68

How is the electron density shared among the atoms? According to Mulliken, the charges in e are: number 1, Sc, carries -0.13; number 2, N, carries -0.11; number 3, C, carries -0.71; number 4, C, carries -0.52; number 5, N, carries 0.47; number 6, C, carries 0.18; number 7, C, carries 0.12; number 8, N, carries 0.54; number 9, C, carries -0.37; number 10, C, carries -0.75; number 11, N, carries -0.12; number 12, H, carries 0.19; number 13, H, carries 0.43; number 14, H, carries 0.53; number 15, H, carries 0.52; number 16, H, carries 0.42; number 17, H, carries 0.19; number 18, C, carries -0.85; number 19, O, carries -0.45; number 20, C, carries 0.84; number 21, C, carries -0.80; number 22, C, carries -0.44; number 23, C, carries 0.43; number 24, C, carries -0.87; number 25, C, carries -0.40; number 26, C, carries 0.29; number 27, N, carries -0.85; number 28, C, carries 0.89; number 29, C, carries -0.02; number 30, N, carries -0.11; number 31, C, carries 0.10; number 32, C, carries -0.56; number 33, C, carries -1.24; number 34, C, carries -0.61; number 35, N, carries 0.76; number 36, C, carries 0.35; number 37, C, carries 0.68; number 38, N, carries 0.42; number 39, C, carries -0.15; number 40, C, carries -1.19; number 41, C, carries -0.51; number 42, C, carries -0.17; number 43, H, carries 0.25; number 44, H, carries 0.35; number 45, H, carries 0.35; number 46, H, carries 0.44; number 47, H, carries 0.24; number 48, H, carries 0.45; number 49, H, carries 0.42; number 50, H, carries 0.18; number 51, H, carries 0.50; number 52, H, carries 0.50; number 53, H, carries 0.64; number 54, H, carries 0.46; number 55, H, carries 0.47; number 56, H, carries 0.64; number 57, O, carries -0.55; number 58, C, carries 0.10; number 59, O, carries -0.57; number 60, C, carries 0.87; number 61, C, carries -0.87; number 62, C, carries -0.08; number 63, C, carries -0.58; number 64, C, carries -0.09; number 65, C, carries -0.09; number 66, N, carries 1.02; number 67, O, carries -0.60; number 68, O, carries -0.56; number 69, N, carries 1.05; number 70, O, carries -0.58; number 71, O, carries -0.59; number 72, H, carries 0.63; number 73, H, carries 0.64; number 74, H, carries 0.56